{
  "formula": "C36H33ClN5O5STi",
  "method": "ωB97M-V/def2-TZVPD",
  "species": ["C", "C", "C", "H", "H", "H", "N", "C", "N", "H", "C", "H", "N", "H", "H", "H", "C", "C", "C", "H", "C", "C", "C", "H", "C", "C", "C", "S", "H", "H", "H", "C", "N", "C", "C", "H", "Ti", "C", "H", "C", "H", "H", "O", "H", "C", "C", "N", "C", "C", "H", "C", "C", "H", "C", "C", "O", "H", "H", "C", "H", "Cl", "H", "H", "H", "C", "H", "C", "H", "H", "C", "H", "C", "C", "C", "C", "O", "O", "C", "H", "H", "H", "O"],
  "coordinates": [[-4.95386, 2.73232, -4.73687], [-0.32943, -5.15266, 1.86136], [1.64174, 4.90154, -0.74741], [5.26316, -2.28519, 2.29819], [3.55191, 1.11130, -3.01417], [-3.50557, 3.78574, -2.68858], [1.55914, 2.88742, 0.48094], [3.19570, -0.26671, 4.06521], [-0.02060, 0.13624, 2.26742], [3.09992, 0.28706, 4.99128], [0.13463, -3.53382, 0.08842], [-4.64793, 0.05293, -4.42317], [0.42901, -2.22810, -0.34889], [-0.04143, -5.16765, -2.93668], [-1.97698, 0.33010, 1.63982], [-0.63533, -7.19644, 1.28894], [-0.42924, -6.18785, 0.94532], [0.26955, -3.03369, -2.64294], [-1.30623, 0.54672, 2.45510], [3.41238, -2.04175, 0.69119], [0.07960, -4.35096, -2.23533], [-1.93676, -0.10214, -0.64200], [4.31870, -0.97658, 3.78888], [-2.81251, 1.43872, 3.64268], [0.85429, 0.30300, 3.34732], [-3.43339, -1.58021, -2.68419], [3.58084, 0.24409, -1.06274], [1.45321, 2.60947, -2.20361], [-6.02972, 2.58088, -4.61085], [-0.52544, -3.08103, 3.26616], [-0.44971, -5.34414, 2.92319], [-0.06247, -3.83794, 1.46062], [0.03259, -2.87863, 2.45518], [-0.86722, 1.38065, 4.66771], [2.11132, -0.25134, 3.13761], [-0.36580, -6.70516, -1.13780], [0.94314, -0.27073, 0.43529], [-3.48710, 2.69946, -2.68881], [1.12162, 1.07697, 5.35099], [-2.00431, 2.85039, -0.67655], [-2.42499, -1.99115, -2.66188], [-2.34610, 2.61393, 0.33445], [1.50410, 1.59348, 0.67485], [-3.94515, -1.94882, -3.57589], [3.37987, -1.56385, 1.65992], [3.92520, 0.19667, -2.55897], [2.25964, -0.82521, 1.88818], [-2.71165, 0.64788, -1.71008], [-4.16957, 2.00583, -3.67565], [1.64936, 5.37808, -1.71665], [4.39560, -1.69290, 2.55372], [-4.12027, 0.61707, -3.65851], [-0.04538, -1.91058, 2.17097], [-1.77093, 1.15162, 3.58345], [1.55733, 3.47623, -0.77280], [-0.74835, 0.34812, -0.44070], [-0.93978, 2.62646, -0.71583], [1.60712, 2.95888, 2.50564], [1.71118, 5.62422, 0.40652], [-2.15266, 3.91760, -0.85112], [5.69297, 0.14620, -2.87195], [-4.69072, 2.37789, -5.73624], [-1.20245, 1.87119, 5.57436], [-3.93232, -1.96331, -1.79353], [1.70284, 4.95601, 1.64431], [1.77363, 6.70501, 0.36438], [-3.41600, -0.07720, -2.68198], [5.14878, -0.99582, 4.48521], [1.75286, 5.47764, 2.58858], [-0.27522, -5.92019, -0.39427], [3.49007, -0.67376, -3.03484], [0.41880, -2.04426, -1.70724], [0.41159, 0.94688, 4.54264], [-2.74647, 2.04363, -1.70685], [1.62704, 3.59701, 1.63304], [-2.47766, -1.00959, -0.02272], [2.50177, -0.42253, -0.82923], [-0.01129, -4.60763, -0.84261], [-4.76168, 3.80572, -4.69979], [0.58256, -1.03324, -2.05081], [0.30098, -2.75681, -3.69066], [4.26393, 0.87136, -0.27762]],
  "atomic_forces_ev_per_a": [[-0.018, 0.026, -0.022], [0.023, 0.109, 0.042], [-0.019, -0.134, 0.063], [-0.003, 0.003, -0.006], [-0.043, -0.052, 0.031], [-0.007, -0.018, -0.001], [-0.065, 0.151, -0.033], [0.034, -0.174, 0.044], [0.342, 0.005, -0.181], [0.013, -0.046, 0.004], [0.015, -0.039, 0.091], [0.003, 0.011, -0.001], [-0.050, 0.069, 0.188], [0.003, 0.021, -0.004], [-0.021, 0.027, 0.053], [0.004, 0.005, -0.009], [-0.014, -0.014, -0.019], [-0.030, 0.123, -0.027], [-0.224, 0.108, 0.045], [0.062, -0.026, -0.011], [0.015, -0.047, -0.005], [-0.225, 0.072, -0.057], [-0.093, 0.032, -0.063], [0.011, -0.006, -0.008], [0.006, -0.064, 0.042], [-0.038, -0.067, -0.023], [0.166, 0.229, -0.082], [-0.106, -0.094, -0.037], [0.011, -0.002, 0.003], [-0.045, -0.028, 0.074], [0.003, 0.003, -0.012], [-0.001, -0.041, -0.059], [0.043, 0.001, -0.035], [0.067, -0.006, 0.023], [-0.091, 0.202, 0.058], [-0.004, 0.004, 0.012], [-0.220, -0.741, 0.119], [0.019, 0.010, -0.008], [-0.031, 0.006, -0.003], [-0.012, 0.099, 0.039], [0.091, -0.046, 0.005], [0.018, -0.016, 0.008], [0.210, 0.429, -0.362], [0.016, -0.006, 0.005], [0.163, -0.113, 0.054], [0.119, 0.043, 0.073], [-0.042, 0.113, -0.067], [0.002, -0.184, -0.062], [0.010, -0.006, 0.013], [-0.008, 0.015, 0.002], [-0.113, 0.053, -0.035], [-0.015, -0.005, 0.012], [-0.006, -0.046, -0.031], [0.079, -0.070, -0.118], [0.111, 0.039, 0.237], [0.168, -0.099, 0.048], [-0.087, 0.048, -0.045], [0.007, 0.057, 0.035], [0.004, -0.026, 0.095], [-0.019, 0.002, 0.008], [0.070, 0.003, -0.011], [0.001, -0.001, 0.012], [0.020, -0.003, 0.002], [0.002, 0.027, -0.042], [0.012, 0.132, -0.036], [0.001, 0.011, 0.014], [-0.039, 0.084, 0.095], [-0.010, 0.007, 0.019], [0.000, 0.017, -0.002], [0.010, 0.014, -0.006], [-0.050, -0.049, 0.017], [0.047, -0.022, -0.108], [0.037, -0.019, 0.018], [0.082, 0.019, -0.036], [-0.019, 0.042, -0.042], [-0.004, 0.031, -0.072], [-0.265, 0.007, 0.147], [-0.003, -0.051, 0.042], [-0.002, -0.012, 0.003], [-0.028, 0.034, -0.034], [-0.002, -0.015, 0.009], [-0.048, -0.158, -0.090]],
  "e_lumo_ev": [4.30, 4.30],
  "energy_ha": -3749.65224,
  "e_homo_ev": [0.2413, -0.2115],
  "s2": 0.771,
  "relative_energy_kj_mol": 129.52,
  "multiplicity": 2,
  "charge": -2,
  "molar_mass_g_mol": 731.1
}